Record 1
The following is a quantum chemistry calculation of a structure of composition C44H53Cl5LaN14O2P, from the OMol25 dataset.

Output
- HOMO level (spin up / spin down): -7.43 / -5.13 eV
- Gap between HOMO and LUMO (spin up / spin down): 0.2201 / 0.1355 hartree
- E_LUMO (spin up / spin down): -1.44 / -1.44 eV
- Energy above the lowest of the compared OMol25 structures with the same formula, charge and spin: 0.861 eV

Last column: Löwdin charge in e.
Atoms and positions in Å:
La 3.26 -0.80 -2.25  1.80
C -2.08 -0.23 5.68  0.00
C -2.75 -0.59 4.42  -0.06
C -3.46 0.56 3.94  -0.10
C -2.96 1.65 4.73  0.03
C -2.08 1.18 5.73  -0.21
C -1.46 2.14 6.72  -0.59
C -0.83 3.29 5.91  -0.05
C -0.53 1.34 7.59  -0.08
C -2.57 2.64 7.68  -0.04
C -4.65 0.66 2.93  -0.50
C -4.27 0.47 1.45  -0.06
C -5.80 -0.37 3.33  -0.04
C -5.23 2.07 3.05  -0.10
C -2.49 -2.06 3.87  -0.47
C -3.34 -2.97 4.83  -0.05
C -2.81 -2.23 2.37  -0.05
C -0.98 -2.37 4.16  -0.06
H -1.67 -0.91 6.41  0.10
H -3.01 2.75 4.58  0.12
H -0.23 2.90 5.04  0.11
H -0.17 3.82 6.62  0.08
H -1.53 4.06 5.50  0.08
H 0.08 0.61 6.98  0.10
H -1.18 0.73 8.23  0.08
H 0.14 1.98 8.24  0.10
H -3.25 3.26 7.13  0.07
H -2.16 3.18 8.53  0.08
H -3.10 1.75 8.14  0.10
H -4.46 -0.54 1.13  0.05
H -3.21 0.66 1.30  0.08
H -4.92 1.07 0.84  0.07
H -5.47 -1.37 3.71  0.06
H -6.44 -0.63 2.47  0.07
H -6.48 0.02 4.16  0.10
H -4.55 2.87 2.76  0.09
H -5.67 2.33 4.05  0.10
H -6.14 2.15 2.41  0.09
H -4.37 -2.70 5.09  0.07
H -2.81 -3.03 5.78  0.07
H -3.36 -4.04 4.43  0.11
H -2.30 -1.53 1.77  0.06
H -3.84 -2.06 2.18  0.04
H -2.59 -3.28 2.02  0.11
H -0.78 -2.27 5.23  0.05
H -0.29 -1.70 3.65  0.09
H -0.68 -3.42 4.03  0.09
Cl 3.77 -0.92 2.23  0.77
C 3.11 -2.17 1.37  -0.78
C 2.77 -2.11 -0.01  -0.29
C 2.01 -3.11 -0.59  -0.72
Cl 1.18 -2.86 -2.17  0.53
C 1.94 -4.37 -0.05  -0.67
Cl 1.44 -5.86 -0.89  0.61
C 2.35 -4.52 1.29  -0.73
Cl 1.99 -5.96 2.11  0.68
C 2.96 -3.44 1.99  -0.65
Cl 3.62 -3.74 3.61  0.62
O -3.35 4.41 -1.74  0.04
C -2.06 4.93 -1.42  -0.44
O -1.94 6.09 -1.17  0.11
C -0.86 4.03 -1.33  -0.17
C -0.96 2.64 -1.32  -0.04
C 0.23 1.90 -1.25  -0.05
C 1.51 2.48 -1.17  -0.28
C 1.57 3.92 -1.24  0.01
C 0.39 4.65 -1.22  -0.01
N 2.67 1.73 -1.13  -0.05
C 3.79 2.29 -0.78  -0.15
C 5.05 1.60 -0.45  -0.29
C 5.82 2.07 0.59  -0.04
C 6.58 1.13 1.24  -0.08
C 6.79 -0.17 0.66  -0.09
C 6.08 -0.45 -0.48  -0.23
N 5.26 0.40 -1.02  -0.06
H -3.33 3.40 -1.79  0.11
H -1.88 2.05 -1.39  0.10
H 0.21 0.85 -1.15  0.08
H 2.56 4.40 -1.23  0.09
H 0.38 5.72 -1.27  0.11
H 3.82 3.35 -0.63  0.08
H 5.72 3.06 0.99  0.11
H 7.14 1.46 2.12  0.11
H 7.47 -0.86 1.19  0.10
H 6.31 -1.41 -1.06  0.13
N 5.14 -0.85 -5.52  0.13
C 4.25 0.16 -5.34  -0.50
N 4.08 1.20 -6.15  0.04
N 3.22 2.02 -5.44  -0.06
N 2.93 1.47 -4.31  -0.09
N 3.51 0.26 -4.21  -0.27
C 5.10 -2.02 -4.77  -0.46
N 5.70 -3.14 -5.17  0.02
N 5.43 -4.06 -4.20  -0.08
N 4.74 -3.54 -3.21  -0.05
N 4.45 -2.21 -3.59  -0.24
H 5.60 -0.88 -6.45  0.16
C -1.48 -2.53 -6.66  -0.07
N -0.24 -1.91 -7.22  -0.13
C -0.45 -0.47 -7.65  -0.13
N -0.97 0.37 -6.62  -0.15
C -2.23 -0.22 -5.98  -0.13
N -2.07 -1.64 -5.56  -0.17
C -1.30 -1.73 -4.33  -0.30
P 0.49 -1.08 -4.78  0.98
C 0.91 -2.09 -6.25  -0.26
C 0.00 0.56 -5.55  -0.30
H -1.25 -3.52 -6.18  0.15
H -2.23 -2.63 -7.49  0.15
H -0.03 -2.51 -8.05  0.19
H -1.15 -0.43 -8.55  0.17
H 0.52 -0.06 -7.91  0.14
H -3.04 -0.14 -6.73  0.13
H -2.48 0.44 -5.13  0.13
H -1.35 -2.79 -3.91  0.10
H -1.67 -1.03 -3.56  0.09
H 0.97 -3.18 -6.06  0.12
H 1.84 -1.70 -6.74  0.12
H 0.93 1.04 -5.85  0.06
H -0.52 1.23 -4.84  0.11

Record 2
The following is a quantum chemistry calculation of a structure of composition C44H53ClILaN9O4, from the OMol25 dataset.

Output
- HOMO level (spin up / spin down): -8.29 / -8.29 eV
- Gap between HOMO and LUMO (spin up / spin down): 0.1679 / 0.1679 hartree
- Net charge: +1
- E_LUMO (spin up / spin down): -3.72 / -3.72 eV

Last column: Löwdin charge in e.
Atoms and positions in Å:
La -0.11 0.02 0.57  1.91
C 4.11 0.02 -5.65  -0.05
C 5.03 -0.30 -4.51  -0.21
C 6.39 -0.51 -4.77  -0.04
C 7.28 -0.82 -3.74  -0.09
C 6.81 -0.91 -2.43  -0.08
C 5.46 -0.70 -2.16  -0.03
C 4.55 -0.40 -3.18  -0.19
N 3.16 -0.23 -2.94  0.15
C 2.42 -0.57 -1.83  -0.30
N 2.78 -1.80 -1.32  0.15
C 2.30 -2.53 -0.21  -0.26
C 1.35 -2.00 0.68  -0.25
C 0.91 -2.70 1.80  -0.21
C 1.43 -3.95 2.08  -0.06
C 2.39 -4.50 1.24  -0.04
C 2.84 -3.80 0.10  -0.20
C 3.91 -4.43 -0.76  -0.04
N 1.42 0.14 -1.37  0.05
C 1.08 1.36 -1.98  -0.29
C 1.61 2.54 -1.46  -0.12
C 1.30 3.77 -2.03  -0.18
C 0.45 3.83 -3.13  -0.06
C -0.10 2.66 -3.65  -0.10
C 0.19 1.41 -3.07  -0.24
C -0.41 0.16 -3.64  -0.02
H 4.62 -0.05 -6.62  0.08
H 3.73 1.04 -5.55  0.09
H 3.27 -0.68 -5.68  0.08
H 6.78 -0.43 -5.78  0.11
H 8.33 -0.97 -3.95  0.10
H 7.50 -1.14 -1.62  0.11
H 5.13 -0.75 -1.12  0.12
H 2.83 0.61 -3.40  0.14
H 3.35 -2.34 -1.96  0.13
H 0.16 -2.25 2.44  -0.04
H 1.09 -4.50 2.95  0.10
H 2.80 -5.48 1.48  0.11
H 4.23 -5.40 -0.35  0.08
H 4.79 -3.79 -0.80  0.08
H 3.53 -4.61 -1.77  0.09
H 2.27 2.50 -0.59  0.05
H 1.72 4.69 -1.62  -0.11
H 0.21 4.79 -3.58  0.10
H -0.77 2.72 -4.51  0.12
H -1.25 0.39 -4.30  0.10
H -0.79 -0.49 -2.85  0.01
H 0.34 -0.38 -4.22  0.12
Cl -0.54 6.07 4.61  0.69
C -0.13 4.85 3.43  -0.62
C 0.85 5.19 2.51  -0.18
C 1.22 4.26 1.55  -0.47
I 2.75 4.93 0.21  1.19
C 0.64 2.96 1.44  -0.37
O 1.01 2.12 0.53  -0.31
C -0.37 2.65 2.41  -0.12
N -0.98 1.43 2.39  -0.05
C -1.94 1.12 3.29  -0.32
C -2.36 1.97 4.27  -0.02
C -1.76 3.22 4.32  0.01
C -0.76 3.59 3.40  -0.16
H 1.32 6.16 2.55  0.09
H -2.35 0.12 3.17  0.08
H -3.13 1.68 4.97  0.11
H -2.09 3.91 5.10  0.10
C -0.51 -2.72 -0.80  -0.05
O -0.97 -1.43 -1.16  -0.27
H -0.98 -3.47 -1.44  0.12
H -0.74 -2.92 0.25  0.09
H 0.57 -2.76 -0.94  0.08
H -1.96 -1.44 -1.02  0.00
N -2.95 -1.67 4.55  0.06
C -3.20 -2.40 3.26  -0.04
C -2.44 -1.70 2.11  -0.22
N -1.01 -1.50 2.38  -0.14
C -0.78 -0.84 3.67  -0.22
C -1.49 -1.52 4.86  -0.04
H -3.42 -2.16 5.32  0.19
H -3.38 -0.74 4.48  0.17
H -4.28 -2.40 3.09  0.14
H -2.85 -3.43 3.40  0.14
H -2.91 -0.73 1.92  0.06
H -2.56 -2.29 1.19  0.11
H -0.51 -2.42 2.35  0.01
H -1.11 0.21 3.59  -0.02
H 0.30 -0.81 3.86  0.11
H -1.42 -0.91 5.77  0.15
H -1.09 -2.52 5.05  0.14
C -2.06 -0.50 -2.08  -0.16
C -1.65 0.95 -2.05  -0.52
N -2.14 1.71 -3.07  0.14
O -0.93 1.43 -1.19  -0.08
H -2.71 -0.72 -2.93  0.15
H -2.61 -0.73 -1.16  0.06
H -1.17 -1.12 -2.15  -0.07
H -2.74 1.36 -3.80  0.14
H -1.89 2.69 -3.08  0.11
N -4.82 3.33 1.86  0.19
C -5.49 2.20 1.46  -0.48
O -6.72 2.19 1.48  0.06
C -4.72 1.01 1.02  -0.07
C -5.41 -0.13 0.62  0.07
C -4.71 -1.26 0.20  0.03
C -3.32 -1.20 0.19  -0.27
N -2.62 -0.11 0.57  -0.11
C -3.33 0.97 0.98  -0.03
H -5.39 4.11 2.15  0.13
H -3.82 3.45 1.88  0.09
H -6.50 -0.15 0.63  0.14
H -5.23 -2.16 -0.12  0.13
H -2.73 -2.05 -0.13  0.13
H -2.71 1.80 1.27  0.12
H 1.34 0.03 2.32  -0.03